Entry 1:
98
Properties=species:S:1:pos:R:3 method="wB97M-V/def2-TZVPD" energy_ev=-64771.0011 smiles="COC[C@H](C)N.COC[C@H](C)N.NC(N)=O.NC(N)=O.NC(N)=O.NC(N)=O.NC(N)=O.NC(N)=O.NC(N)=O.NC(N)=O" largest_force_ev_per_a=3.72 orbital_gap_ev=8.6 e_homo_ha=-0.315
O 0.90 6.89 -3.17
H -1.10 7.38 -2.69
O -0.05 2.95 -5.63
N -2.42 -9.31 0.79
C -1.12 -0.40 1.97
H 1.64 2.32 -2.90
H 4.14 7.18 -5.02
N 2.66 -1.06 2.62
H -0.64 2.02 5.47
H -3.30 -6.29 1.19
C 0.05 2.18 -0.32
H -0.11 6.91 -1.32
H 2.97 9.46 -6.09
O 2.61 0.29 0.80
C -0.27 6.69 -2.38
H -3.29 -6.47 3.72
H 0.60 1.02 1.51
C -3.55 -4.55 3.43
H 0.08 -0.02 -5.43
N -0.80 1.03 5.49
H 2.53 1.04 3.87
C 2.73 0.20 2.03
C 0.23 2.41 -4.50
O -1.24 0.50 0.90
N 0.69 1.21 -1.29
N 0.76 -0.82 -5.51
H -1.47 -1.61 -5.02
N -0.06 -1.16 5.53
H 3.19 6.68 -3.61
N -0.02 -4.37 3.14
N -0.63 1.41 -4.05
H 2.14 10.18 -4.68
C 0.49 -1.89 -4.64
H 0.70 -3.97 -2.27
H -3.78 -3.12 4.92
H 0.71 3.11 -0.24
H 0.50 -4.04 2.31
H 0.11 -4.15 6.39
H -3.97 -5.91 5.09
C 0.48 -4.19 4.41
H -1.04 -3.01 -4.12
C 1.03 -3.19 -0.58
C 1.27 8.14 -3.50
H 0.27 0.33 -1.03
H -1.75 0.72 5.52
O 1.37 0.61 5.57
N -3.04 -7.16 0.74
H 2.00 -1.45 -0.63
N -0.27 -4.49 5.51
H 0.60 -1.91 5.31
H 1.82 8.63 -2.64
H 1.89 3.48 -4.20
H -2.43 -9.28 -0.21
H -1.91 -1.11 2.09
H 2.79 2.12 2.43
H -3.31 -7.51 -0.10
N -3.85 -3.29 3.92
N 2.32 9.40 -5.27
C 2.24 8.13 -4.59
H -0.73 -5.40 5.55
H -0.14 -0.84 2.10
H -0.64 5.67 -2.58
H 0.39 8.79 -3.78
C 0.24 0.16 5.54
N 1.63 -2.19 -1.21
H -2.11 -10.09 1.31
H 2.36 -1.23 3.53
C 3.56 7.53 -4.16
H -0.24 -4.59 -1.14
O -3.14 -4.64 2.26
H -1.02 -1.37 5.56
N 0.62 -4.24 -1.31
H -1.90 3.15 -0.01
O 0.95 -3.23 0.67
H 1.63 1.04 -0.90
C -0.24 1.53 1.04
O 1.42 -2.60 -4.19
H 2.29 -1.71 1.98
H 4.22 8.21 -3.60
H -0.72 2.27 1.64
H 1.59 -2.02 -2.24
H -3.62 -2.56 3.29
H -0.55 1.30 -3.04
N 1.27 2.85 -3.71
N 2.78 1.22 2.87
H -1.51 1.71 -4.46
O 1.65 -3.74 4.54
H -1.28 0.18 2.90
H 1.83 7.48 -5.32
C -1.34 2.64 -0.79
O -2.53 -8.08 2.76
N -0.81 -2.14 -4.54
H -1.91 1.82 -1.25
H 1.72 -0.55 -5.32
C -2.70 -8.18 1.55
H -0.99 -4.66 2.98
N -3.72 -5.72 4.14
H -1.40 3.35 -1.64

---

Entry 2:
7
Properties=species:S:1:pos:R:3 method="wB97M-V/def2-TZVPD" energy_ev=-21675.9410 largest_force_ev_per_a=1.97 orbital_gap_ev="7.4 / 7.8" e_homo_ha="-0.313 / -0.324"
S 0.88 -1.55 0.03
N 1.62 -0.13 -0.33
H 2.50 -0.15 0.09
P -2.31 -0.67 -0.14
H -3.07 0.13 0.83
H 1.79 -0.02 -1.33
H -1.69 0.37 -0.78